A cluster of 9 separate species, C50H91N8O12 in total at a distorted geometry, computed with wB97M-V/def2-TZVPD.

## Properties
E_HOMO: -15.74 eV
Multiplicity: 1
Charge: +5
LUMO energy: -11.48 eV
Kohn-Sham gap: 4.259 eV

CARTESIAN COORDINATES (ANGSTROEM)
1 C -3.65 -4.13 3.80
2 C -4.76 -3.89 2.86
3 C -4.36 -3.41 1.48
4 C -4.78 -4.46 0.31
5 N -4.60 -4.04 -1.19
6 C -3.02 -3.99 -1.48
7 C -2.68 -5.19 -2.34
8 C -3.92 -6.10 -2.27
9 C -5.15 -5.20 -2.09
10 C -5.26 -2.64 -1.45
11 C -5.35 -2.17 -2.93
12 C -5.61 -0.67 -3.05
13 H -2.97 -3.29 3.66
14 H -3.16 -5.10 3.68
15 H -4.03 -4.17 4.82
16 H -5.27 -3.06 3.35
17 H -5.49 -4.71 2.85
18 H -3.28 -3.36 1.35
19 H -4.84 -2.47 1.21
20 H -5.84 -4.70 0.37
21 H -4.27 -5.42 0.37
22 H -2.88 -3.07 -2.05
23 H -2.46 -3.98 -0.54
24 H -2.36 -4.98 -3.36
25 H -1.85 -5.73 -1.89
26 H -4.06 -6.88 -3.02
27 H -3.72 -6.71 -1.39
28 H -5.23 -4.71 -3.06
29 H -6.10 -5.61 -1.75
30 H -4.61 -1.98 -0.88
31 H -6.19 -2.61 -0.88
32 H -6.25 -2.63 -3.34
33 H -4.52 -2.45 -3.58
34 H -6.39 -0.37 -2.35
35 H -5.98 -0.47 -4.05
36 H -4.64 -0.21 -2.87
37 C -0.98 3.22 3.48
38 C 0.15 4.20 3.90
39 C -0.11 5.14 5.09
40 O 1.04 5.88 5.33
41 C 0.84 7.26 5.55
42 N 1.45 3.45 3.92
43 H 1.51 2.69 4.58
44 H 1.92 3.26 3.05
45 H 2.12 4.12 4.26
46 H -0.88 2.97 2.43
47 H -1.93 3.73 3.63
48 H -0.96 2.34 4.12
49 H 0.32 4.96 3.14
50 H -0.20 4.57 6.02
51 H -1.04 5.71 5.05
52 H 1.76 7.81 5.76
53 H 0.28 7.40 6.47
54 H 0.28 7.82 4.80
55 C 4.06 -3.04 -2.85
56 C 3.91 -1.83 -1.91
57 C 4.95 -0.70 -1.97
58 O 6.25 -1.03 -1.73
59 C 6.66 -1.32 -0.40
60 N 2.50 -1.39 -2.09
61 H 2.44 -1.08 -3.06
62 H 1.77 -2.07 -1.94
63 H 2.22 -0.61 -1.52
64 H 5.04 -3.49 -2.99
65 H 3.96 -2.66 -3.87
66 H 3.25 -3.72 -2.58
67 H 3.97 -2.11 -0.86
68 H 4.63 0.11 -1.31
69 H 4.91 -0.38 -3.01
70 H 6.52 -0.46 0.25
71 H 7.74 -1.37 -0.54
72 H 6.18 -2.26 -0.10
73 C -4.22 0.80 2.35
74 C -4.89 0.68 0.96
75 C -6.42 0.58 0.76
76 O -6.81 -0.76 0.53
77 C -8.19 -0.83 0.24
78 N -4.36 1.80 0.07
79 H -4.53 2.72 0.45
80 H -3.39 1.60 -0.13
81 H -4.81 1.86 -0.82
82 H -4.24 -0.17 2.84
83 H -4.66 1.60 2.96
84 H -3.16 1.04 2.37
85 H -4.58 -0.21 0.40
86 H -6.70 1.18 -0.11
87 H -7.04 0.97 1.57
88 H -8.74 -0.06 -0.30
89 H -8.66 -0.86 1.23
90 H -8.46 -1.76 -0.27
91 C -0.15 -0.42 3.32
92 N 1.31 -0.78 3.20
93 C 2.11 -0.36 4.23
94 C 3.48 -0.71 4.18
95 C 4.01 -1.52 3.16
96 C 3.07 -2.04 2.26
97 C 1.78 -1.58 2.26
98 C 5.49 -2.01 3.04
99 C 5.88 -3.28 2.53
100 C 7.24 -3.66 2.41
101 N 8.16 -2.78 2.75
102 C 7.84 -1.49 3.07
103 C 6.52 -1.02 3.19
104 C 9.66 -3.04 2.66
105 H -0.65 -0.93 2.50
106 H -0.25 0.65 3.15
107 H -0.68 -0.81 4.19
108 H 1.69 0.34 4.93
109 H 4.04 -0.24 4.98
110 H 3.25 -2.79 1.51
111 H 1.02 -2.10 1.70
112 H 5.12 -4.02 2.37
113 H 7.48 -4.60 1.95
114 H 8.66 -0.83 3.35
115 H 6.37 0.01 3.46
116 H 9.84 -3.86 3.35
117 H 10.26 -2.16 2.84
118 H 10.01 -3.34 1.67
119 C 2.94 4.73 -9.13
120 N 2.33 4.52 -7.83
121 C 1.26 5.27 -7.51
122 C 0.78 5.28 -6.19
123 C 1.22 4.33 -5.28
124 C 2.21 3.48 -5.64
125 C 2.82 3.59 -6.92
126 C 0.68 4.26 -3.89
127 C -0.60 4.36 -3.56
128 C -1.03 4.33 -2.19
129 N -0.14 4.17 -1.21
130 C 1.19 4.10 -1.46
131 C 1.61 4.22 -2.77
132 C -0.56 4.43 0.23
133 H 3.79 4.04 -9.17
134 H 3.42 5.71 -9.11
135 H 2.21 4.73 -9.94
136 H 0.79 5.97 -8.17
137 H -0.01 6.01 -6.07
138 H 2.57 2.70 -4.98
139 H 3.65 2.96 -7.18
140 H -1.38 4.46 -4.30
141 H -2.03 4.57 -1.84
142 H 1.97 4.07 -0.71
143 H 2.67 4.23 -2.96
144 H -1.57 4.09 0.46
145 H -0.57 5.52 0.23
146 H 0.14 3.88 0.86
147 O 4.27 1.26 1.36
148 C 3.06 1.68 0.85
149 O 2.60 1.09 -0.13
150 O 2.49 2.66 1.37
151 H 4.42 1.67 2.21
152 O 0.17 -0.32 0.02
153 C -1.07 0.12 -0.13
154 O -1.26 1.36 -0.04
155 O -1.97 -0.68 -0.40
156 H 0.64 0.51 0.07
157 O -0.18 -2.56 -1.49
158 C 0.23 -3.68 -0.98
159 O 0.16 -3.83 0.20
160 O 0.75 -4.51 -1.71
161 H -0.38 -2.15 -0.64